1.
23 unconnected molecules or ions with the total composition C59H92N23O4P in a non-equilibrium geometry. Source: the OMol25 dataset; level of theory: ωB97M-V/def2-TZVPD.

XYZ file:
```
179
Properties=species:S:1:pos:R:3:forces:R:3
C 5.9041 0.8080 -0.9118 -0.2 1.0 -2.0
C 5.3499 1.5255 -2.0192 -1.0 -1.9 0.4
C 3.9270 1.5710 -2.3375 0.9 2.1 1.7
O 3.3276 2.6327 -2.4319 -0.5 -0.7 -0.4
O 3.3316 0.3626 -2.5734 -0.3 -0.1 2.4
C 2.0238 0.2410 -2.0057 -1.6 -1.0 -0.6
C 1.1573 -0.6349 -2.9196 -0.7 0.4 -0.2
C -0.3395 -0.4499 -2.5879 -0.5 -0.7 0.3
C -0.9327 -1.6682 -1.8449 0.3 0.3 0.5
C -2.2708 -1.3297 -1.1756 0.0 0.1 -0.3
C -3.5023 -1.6270 -2.0412 0.2 0.4 0.4
C -4.7559 -1.0897 -1.3684 -0.4 -0.5 -0.4
O -5.7850 -1.7053 -1.3278 0.0 -0.1 0.3
O -4.6947 0.1384 -0.7541 0.2 -0.2 -0.2
C -4.5010 1.2183 -1.6724 0.8 0.2 -0.2
P -3.6431 2.6737 -0.8679 -1.0 1.3 0.8
C -2.4921 2.1155 0.4542 0.4 -0.8 -0.6
C -2.5198 3.3344 -2.1777 0.1 -0.8 0.2
H 5.5528 0.8570 0.1251 -1.7 -1.7 -0.7
H 6.6906 0.0710 -1.1039 0.5 0.6 0.7
H 6.0061 2.1024 -2.6563 0.1 -0.3 -0.2
H 2.0142 -0.2532 -1.0276 0.6 0.3 0.1
H 1.4947 1.1904 -1.9140 0.6 0.2 0.0
H 1.2828 -0.3286 -3.9619 0.4 -0.2 0.1
H 1.3796 -1.7009 -2.8235 0.3 0.3 -0.2
H -0.5130 0.4228 -1.9456 0.2 0.0 -0.1
H -0.9518 -0.2995 -3.4845 0.3 0.1 -0.1
H -0.2237 -1.9307 -1.0479 0.0 -0.1 -0.1
H -0.9929 -2.5340 -2.5132 -0.1 0.1 0.0
H -2.2792 -0.2549 -0.9850 0.1 -0.1 0.1
H -2.3880 -1.7975 -0.1933 0.1 -0.1 -0.3
H -3.3966 -1.1684 -3.0313 0.0 0.0 0.1
H -3.6262 -2.6965 -2.2162 -0.2 0.1 0.1
H -3.9405 0.9257 -2.5702 -0.1 -0.3 0.2
H -5.4842 1.5697 -1.9996 0.1 0.0 0.0
H -1.8114 1.3079 0.1663 0.0 0.1 0.0
H -3.0277 1.7867 1.3460 -0.1 0.2 -0.1
H -1.8823 2.9859 0.7003 -0.2 0.0 0.1
H -2.5808 2.7189 -3.0801 0.2 0.1 0.0
H -2.7760 4.3488 -2.4597 -0.1 -0.1 0.2
H -1.4954 3.3146 -1.7947 0.0 0.0 -0.2
C -5.7355 -2.3003 2.2484 -0.1 0.0 0.0
C -4.3290 -2.5718 1.9930 -0.1 0.1 -0.1
N -3.2103 -2.7271 1.7891 0.1 -0.2 0.1
H -5.8058 -1.5903 3.0700 -0.1 -0.1 0.0
H -6.1997 -1.8712 1.3601 0.0 0.0 0.0
H -6.2602 -3.2151 2.5159 0.0 0.0 0.0
C -6.0307 1.8416 3.5470 0.1 0.0 0.1
C -5.5258 0.6746 4.2619 -0.1 0.1 0.0
N -5.1288 -0.2466 4.8202 0.1 0.0 0.1
H -7.1130 1.7720 3.4462 0.0 0.0 0.0
H -5.7770 2.7500 4.0960 0.0 -0.2 -0.1
H -5.5837 1.8891 2.5542 0.0 0.0 0.0
C -2.2770 4.4346 4.3550 -0.1 0.2 0.2
C -2.4756 4.7936 2.9582 0.0 0.0 0.1
N -2.6311 5.0893 1.8612 0.0 0.1 -0.1
H -2.7213 5.1967 4.9943 -0.1 0.0 0.0
H -2.7416 3.4741 4.5700 0.0 0.0 0.0
H -1.2130 4.3663 4.5590 0.0 -0.1 0.0
C 1.5298 3.7303 0.9292 -0.1 -0.4 0.0
C 0.8035 3.4176 2.1576 0.0 0.0 -0.1
N 0.2249 3.1726 3.1186 0.2 -0.1 0.0
H 1.7419 2.8126 0.3796 0.0 0.0 0.1
H 0.9349 4.3914 0.3056 0.0 0.0 0.0
H 2.4679 4.2230 1.1707 0.0 0.0 0.0
C -0.4413 -4.9130 2.7040 -0.4 1.3 -1.8
C 0.5629 -5.7438 2.0523 0.0 0.0 0.1
N 1.3598 -6.3913 1.5382 0.0 0.0 -0.1
H -1.2467 -5.5147 3.0788 -0.2 0.1 -0.1
H 0.0022 -4.3502 3.5119 0.0 0.0 0.0
H -0.8519 -4.2108 1.9682 0.1 0.0 -0.1
C 2.7056 -5.1452 -1.6595 0.0 0.1 -0.1
C 2.4873 -4.3512 -2.8690 0.0 0.0 0.1
N 2.3082 -3.7181 -3.8111 0.1 -0.2 0.0
H 3.7326 -5.0273 -1.3181 0.0 0.0 0.0
H 2.0280 -4.8182 -0.8726 0.0 0.0 0.0
H 2.5213 -6.1972 -1.8682 0.0 0.0 0.0
C -1.3620 -0.3039 3.1150 0.1 0.0 0.1
C -0.3050 -0.1467 2.1221 -0.2 0.0 0.1
N 0.5197 -0.0240 1.3342 0.1 0.0 -0.1
H -2.2823 0.1449 2.7466 0.0 -0.1 0.0
H -1.5377 -1.3608 3.3032 -0.1 0.0 -0.1
H -1.0708 0.1856 4.0433 0.0 0.1 0.0
C 2.6667 7.7133 2.7070 -0.1 -0.2 -0.2
C 1.9982 7.1834 1.5221 0.0 0.0 0.1
N 1.4684 6.7675 0.5933 0.0 0.2 -0.1
H 3.6352 7.2324 2.8323 0.0 0.0 0.0
H 2.8145 8.7844 2.6027 0.0 -0.2 0.0
H 2.0589 7.5238 3.5899 0.0 0.0 0.0
C -8.3001 5.5904 4.7775 0.0 0.0 0.0
C -6.9101 5.2213 4.5290 -0.1 0.1 0.0
N -5.8178 4.9310 4.3338 0.0 0.1 0.1
H -8.3520 6.2989 5.6018 0.0 0.0 0.0
H -8.7249 6.0480 3.8863 0.0 0.0 0.0
H -8.8777 4.7038 5.0325 0.0 0.0 0.0
C -4.6876 -4.4250 -5.4290 0.0 0.0 0.0
C -3.3865 -3.7720 -5.3173 -0.1 0.0 0.0
N -2.3654 -3.2573 -5.2297 0.0 0.1 0.1
H -4.7494 -5.2487 -4.7204 0.0 0.0 0.0
H -5.4792 -3.7099 -5.2127 0.0 0.0 0.0
H -4.8214 -4.8114 -6.4376 0.0 0.0 0.0
C -1.4996 7.3738 -4.0804 0.0 0.0 0.0
C -1.9854 6.0493 -4.4499 0.1 0.1 0.0
N -2.3365 4.9956 -4.7339 -0.1 0.1 -0.2
H -0.4456 7.4594 -4.3399 0.0 0.0 0.0
H -2.0590 8.1396 -4.6141 0.0 0.0 0.0
H -1.6161 7.5291 -3.0088 0.0 0.0 0.0
C 0.1944 -8.2889 6.2728 -0.1 0.0 0.0
C 0.0033 -7.1762 5.3495 0.0 -0.1 0.1
N -0.1475 -6.3068 4.6139 0.5 -1.3 1.9
H 1.2369 -8.6028 6.2567 0.0 0.0 0.0
H -0.0683 -7.9777 7.2833 0.0 0.0 0.0
H -0.4363 -9.1325 5.9818 0.2 0.3 0.0
C 6.9982 -2.8997 -1.0302 0.0 0.0 0.0
C 6.7268 -4.3248 -1.1948 0.0 0.1 0.1
N 6.4994 -5.4421 -1.3243 0.0 0.0 -0.1
H 7.9314 -2.6413 -1.5279 0.0 0.0 0.0
H 6.1870 -2.3182 -1.4682 0.0 0.0 0.0
H 7.0794 -2.6601 0.0285 0.0 0.0 0.0
C -8.6707 -3.8319 5.1788 0.0 0.2 0.0
C -8.7491 -2.7655 4.1875 -0.1 -0.1 0.1
N -8.8112 -1.9302 3.4040 0.0 0.1 -0.1
H -7.6646 -4.2437 5.1957 -0.2 0.1 -0.1
H -8.9149 -3.4382 6.1648 0.0 0.0 0.0
H -9.3724 -4.6250 4.9280 0.0 0.0 0.0
C 2.4470 6.2726 -3.6345 -0.1 0.1 0.1
C 2.8174 7.3557 -4.5384 0.1 -0.2 0.0
N 3.1312 8.1836 -5.2693 0.0 0.1 0.0
H 3.3397 5.7341 -3.3218 0.0 -0.1 -0.1
H 1.9450 6.6728 -2.7542 0.0 0.0 0.0
H 1.7775 5.5797 -4.1418 0.1 -0.1 0.0
C 7.5939 4.5531 0.3871 -0.1 0.1 -0.1
C 7.1866 3.2037 0.0322 0.0 0.2 0.1
N 6.8296 2.1529 -0.2483 2.3 1.0 1.2
H 8.5755 4.7603 -0.0348 0.0 0.0 0.0
H 6.8754 5.2722 -0.0081 0.0 0.0 0.0
H 7.6415 4.6506 1.4700 0.0 0.0 0.0
C 5.4158 6.1486 -7.1472 0.0 -0.1 -0.1
C 5.1762 5.2117 -6.0552 -0.1 0.1 0.0
N 4.9669 4.4966 -5.1822 0.1 0.1 0.0
H 5.6771 5.6016 -8.0513 0.0 0.0 0.0
H 4.5181 6.7366 -7.3283 0.0 0.0 0.1
H 6.2322 6.8185 -6.8852 0.0 0.0 0.0
C -5.6679 -6.5655 7.4961 0.0 0.0 0.0
C -6.1367 -6.2502 6.1509 0.1 -0.1 0.1
N -6.5052 -6.0019 5.0935 0.2 -0.2 0.0
H -6.0631 -5.8401 8.2048 0.0 0.0 0.0
H -6.0038 -7.5610 7.7797 0.0 0.0 0.0
H -4.5805 -6.5342 7.5233 0.0 0.0 0.0
C 4.1095 -6.0988 -5.4227 0.0 -0.1 -0.1
C 4.2398 -7.5446 -5.5874 0.0 0.1 0.0
N 4.3422 -8.6801 -5.7154 0.0 -0.1 0.0
H 4.5570 -5.7864 -4.4808 0.0 0.0 0.0
H 4.6139 -5.5868 -6.2413 0.0 0.0 0.0
H 3.0582 -5.8203 -5.4216 0.0 0.1 0.0
C 2.0657 12.2377 1.7626 0.0 0.0 0.0
C 2.7870 11.3611 2.6798 0.0 0.2 0.0
N 3.3523 10.6703 3.4010 0.0 0.2 0.0
H 2.7509 12.9657 1.3329 0.0 0.0 0.0
H 1.6222 11.6490 0.9615 0.0 0.0 0.0
H 1.2770 12.7625 2.2979 0.0 0.0 0.0
C 7.7301 -5.2500 -4.7290 0.0 0.1 -0.1
C 7.5073 -4.4434 -5.9302 0.1 -0.1 0.2
N 7.3345 -3.8086 -6.8696 0.0 0.0 -0.1
H 8.7558 -5.1271 -4.3866 0.0 0.0 0.0
H 7.0516 -4.9361 -3.9389 0.0 0.0 0.0
H 7.5529 -6.3022 -4.9454 0.0 0.0 0.0
C 4.2937 1.1217 -4.9286 -0.1 0.1 -1.0
C 3.8325 0.6312 -6.2241 0.2 0.1 0.2
N 3.4722 0.2453 -7.2429 -0.1 0.0 -0.2
H 5.1841 0.5756 -4.6217 -0.1 -0.1 0.0
H 4.5319 2.1818 -5.0017 0.0 0.0 0.0
H 3.5161 0.9814 -4.1783 0.3 -0.1 -1.3
C -0.5034 -12.7390 7.6631 0.0 0.0 0.0
C -0.8363 -11.8253 6.5744 0.0 -0.1 0.0
N -1.0980 -11.1117 5.7153 -0.1 -0.2 0.0
H 0.5511 -12.6444 7.9152 0.0 0.0 0.0
H -1.1026 -12.5025 8.5402 0.0 0.0 0.0
H -0.7062 -13.7639 7.3589 0.0 0.0 0.0
```
Forces are in eV/Å.

Properties
- LUMO: -0.04 eV
- HOMO level: -6.62 eV
- Max |F|: 2.9 eV/A
- HOMO-LUMO gap: 6.580 eV

=====

2.
A molecular structure, C34H45BrLuN8O2S in a non-equilibrium geometry. Source: the OMol25 dataset; level of theory: ωB97M-V/def2-TZVPD.

XYZ file:
```
92
Properties=species:S:1:pos:R:3:forces:R:3
Lu -0.1781 -0.4966 -0.4553 -0.2 1.0 -0.3
O -0.8849 -1.7413 -2.0072 0.0 -0.2 -0.2
C -1.8710 -1.6935 -2.8544 -0.5 -0.1 -0.2
C -1.7266 -2.2133 -4.1629 0.2 0.0 0.1
C -2.7143 -2.0844 -5.1096 -0.1 0.0 0.1
C -3.9403 -1.4919 -4.7910 -0.1 0.0 -0.1
C -4.1675 -1.1047 -3.4945 0.0 0.0 0.1
C -3.1616 -1.1851 -2.5168 0.3 -0.1 -0.3
C -3.4905 -0.9704 -1.1353 0.0 0.1 0.1
N -2.6337 -0.7007 -0.2201 0.1 0.0 0.0
C -3.0180 -0.9224 1.1616 0.1 -0.1 0.2
C -2.2870 -2.1820 1.6328 -0.2 0.1 0.0
N -0.8889 -2.1676 1.1859 0.1 0.0 -0.2
C -0.2561 -3.2690 1.3746 -0.1 0.2 0.1
C 1.1068 -3.5744 1.0333 0.2 0.1 -0.3
C 1.5734 -4.8626 1.3443 -0.1 0.0 0.0
C 2.8535 -5.2640 1.0525 0.1 0.0 0.0
C 3.7157 -4.3543 0.4365 -0.1 -0.1 0.0
C 3.2870 -3.0879 0.1137 0.0 0.3 0.0
C 1.9720 -2.6508 0.3862 0.3 -0.7 0.4
O 1.6058 -1.4453 0.0565 -0.2 0.1 0.0
H -0.8027 -2.7253 -4.4024 0.0 0.0 0.0
H -2.5474 -2.4658 -6.1091 0.0 0.0 0.0
H -4.7074 -1.3851 -5.5449 0.0 0.0 0.0
H -5.1391 -0.7205 -3.2048 0.0 0.0 0.0
H -4.5403 -1.1365 -0.8643 0.0 0.0 0.1
H -4.0987 -1.0632 1.2761 0.0 0.0 0.0
H -2.6989 -0.0800 1.7752 0.0 0.0 0.0
H -2.7920 -3.0586 1.2154 0.0 0.0 0.0
H -2.3380 -2.2461 2.7240 0.0 0.0 0.0
H -0.7868 -4.0953 1.8606 0.0 0.0 0.0
H 0.8953 -5.5548 1.8308 0.0 0.0 0.0
H 3.1919 -6.2627 1.2891 0.0 0.0 0.0
H 4.7296 -4.6537 0.2029 0.0 0.0 0.0
H 3.9627 -2.3879 -0.3638 0.0 0.0 0.0
C 2.5481 1.6789 -1.8213 -0.1 -0.3 -0.1
C 2.7457 0.2200 -2.2128 -0.1 0.2 0.1
N 1.4583 -0.3819 -2.5532 0.2 -0.4 0.1
C 0.9824 -0.1415 -3.9116 -0.2 0.2 0.1
C 0.2091 1.1695 -4.1050 -0.1 -0.2 0.2
S -0.8760 1.6358 -2.7056 0.0 0.2 0.0
C -0.1161 3.2094 -2.1557 -0.1 -0.3 0.0
C 0.7859 3.0905 -0.9181 -0.1 0.0 -0.1
N 1.4506 1.7914 -0.8506 0.3 0.0 0.5
H 2.2830 2.2576 -2.7060 0.0 0.1 0.0
H 3.4860 2.0901 -1.4333 0.0 0.1 0.0
H 3.1338 -0.3221 -1.3515 0.0 0.0 -0.1
H 3.4673 0.1529 -3.0363 0.0 0.0 0.0
H 1.5398 -1.3869 -2.4403 0.0 0.0 0.0
H 0.3010 -0.9470 -4.1595 0.1 -0.1 0.0
H 1.8073 -0.1574 -4.6359 0.0 0.0 0.0
H -0.4600 1.0616 -4.9576 0.1 0.0 -0.1
H 0.8686 2.0120 -4.2999 -0.1 0.1 0.0
H -0.9543 3.8683 -1.9367 0.1 0.1 0.0
H 0.4056 3.6242 -3.0162 0.0 0.0 0.0
H 0.1714 3.1971 -0.0290 0.1 0.0 0.0
H 1.5093 3.9160 -0.9391 0.0 0.0 0.0
H 1.8347 1.6731 0.0839 0.0 0.1 0.0
Br 1.2839 -1.7565 4.0951 0.1 0.0 0.1
C 3.0544 -1.2944 3.5650 0.2 0.0 0.0
C 4.1122 -1.8549 4.2670 0.0 -0.1 0.0
C 5.3919 -1.5085 3.8697 -0.1 0.0 0.0
C 5.5557 -0.6457 2.7965 0.0 0.0 0.0
C 4.4231 -0.1447 2.1813 0.1 0.0 0.0
N 3.1867 -0.4506 2.5692 -0.3 0.0 0.0
H 3.9285 -2.5302 5.0890 0.0 0.0 0.0
H 6.2503 -1.9027 4.3964 0.0 0.0 0.0
H 6.5408 -0.3603 2.4552 0.0 0.0 0.0
H 4.4967 0.5346 1.3373 0.0 0.0 0.1
C -3.6800 4.1720 1.0482 0.0 -0.2 0.0
C -3.7582 2.9464 0.1586 0.0 0.1 0.0
N -2.4537 2.3042 0.1605 0.0 0.0 0.1
C -1.6898 2.1624 1.2904 0.3 0.0 -0.3
N -0.6897 1.3171 1.2370 -0.3 -0.2 -0.2
C 0.1344 1.2064 2.4442 -0.1 0.1 -0.1
C 0.2655 2.5359 3.1675 -0.1 -0.1 0.0
C -1.1336 2.9921 3.5284 0.2 -0.1 0.0
N -1.9665 2.9866 2.3337 -0.1 0.0 0.1
C -3.2273 3.7158 2.4235 -0.1 0.1 -0.2
H -4.6476 4.6673 1.1151 0.0 0.0 0.0
H -2.9526 4.8734 0.6348 0.0 0.0 0.0
H -3.9992 3.2171 -0.8692 0.0 0.0 0.0
H -4.5372 2.2654 0.5242 0.0 0.0 0.0
H -2.3337 1.5451 -0.4921 -0.1 0.0 0.0
H 1.1072 0.8120 2.1568 0.1 -0.1 0.1
H -0.3229 0.4809 3.1237 0.1 -0.1 0.0
H 0.7416 3.2755 2.5180 0.0 0.0 0.0
H 0.8652 2.4314 4.0713 0.0 0.0 0.0
H -1.1285 4.0062 3.9316 0.0 0.0 0.0
H -1.5548 2.3286 4.2928 0.0 0.1 0.0
H -3.0680 4.5740 3.0764 0.0 0.0 0.0
H -4.0001 3.0844 2.8786 0.0 0.0 0.1
```
Forces are in eV/Å.

Properties
- Total charge: +1
- LUMO: -1.98 eV
- HOMO level: -10.06 eV
- Max |F|: 1.1 eV/A
- HOMO-LUMO gap: 8.082 eV
- Relative energy (zero: lowest compared OMol25 entry of this formula, charge and spin): 0.0 kJ/mol

=====

3.
2 unconnected molecules or ions with the total composition C5H10O2. Source: the OMol25 dataset; level of theory: ωB97M-V/def2-TZVPD.

XYZ file:
```
17
Properties=species:S:1:pos:R:3:forces:R:3
C -0.2069 -2.4912 -0.8652 0.0 -0.3 0.0
O -0.3960 -1.0961 -0.8778 0.0 0.1 -0.1
C -0.0096 -0.4689 0.3050 -0.1 0.1 0.2
C 1.4741 -0.2448 0.6120 0.2 -0.1 0.0
C 0.6042 0.8442 0.1536 -0.1 0.2 -0.2
C 0.4369 2.0173 -0.4281 0.3 -0.1 0.2
O -0.7403 2.4388 -0.9627 -0.2 -0.2 0.0
H -0.7996 -2.9786 -0.0770 0.1 0.1 -0.1
H 0.8519 -2.7479 -0.7196 -0.1 0.0 0.0
H -0.5357 -2.8603 -1.8396 0.1 0.0 0.2
H -0.6589 -0.6790 1.1621 0.1 0.0 -0.2
H 1.7788 -0.2909 1.6574 -0.1 0.0 -0.2
H 2.2012 -0.6468 -0.0920 -0.1 0.1 0.1
H -1.4450 2.1388 2.3345 0.0 0.0 0.0
H -1.2210 2.3943 1.6731 0.0 0.0 0.1
H 1.2120 2.7720 -0.5178 -0.1 -0.1 0.0
H -1.3482 1.6837 -0.9577 0.0 0.2 0.0
```
Forces are in eV/Å.

Properties
- LUMO: 1.01 eV
- HOMO level: -8.84 eV
- SMILES: CO[C@H]1C/C1=C/O.[H][H]
- Max |F|: 0.4 eV/A
- HOMO-LUMO gap: 9.842 eV
- Relative energy (zero: lowest compared OMol25 entry of this formula, charge and spin): 424.7 kJ/mol